# 1
C6H18O3 | wB97M-V/def2-TZVPD

```
! wB97M-V def2-TZVPD RIJCOSX def2/J DEFGRID3
* xyz 0 1
C -0.630 -1.375 -1.166
C -1.889 -0.510 -1.117
O -2.956 -1.152 -1.814
H -0.918 -2.415 -1.003
H 0.117 -1.032 -0.457
H -0.252 -1.381 -2.195
H -1.693 0.462 -1.576
H -2.235 -0.389 -0.093
H -2.710 -1.206 -2.742
C 1.125 1.831 -1.388
C 1.921 2.755 -2.275
O 2.371 3.913 -1.553
H 1.746 1.468 -0.567
H 0.778 0.956 -1.946
H 0.236 2.316 -0.987
H 1.296 3.138 -3.081
H 2.778 2.231 -2.700
H 3.278 3.768 -1.276
C -1.117 -1.210 3.345
C 0.091 -1.771 2.639
O 1.120 -2.126 3.550
H -0.904 -0.239 3.796
H -1.420 -1.910 4.126
H -1.980 -1.096 2.683
H 0.472 -1.043 1.917
H -0.211 -2.662 2.091
H 1.588 -1.322 3.788
*
```

Energy above the lowest of the compared OMol25 structures with the same formula, charge and spin in eV: 0.941
SMILES: CCO.CCO.CCO

# 2
C6H18O3S3Sn | wB97M-V/def2-TZVPD

```
! wB97M-V def2-TZVPD RIJCOSX def2/J DEFGRID3
* xyz 2 1
Sn 0.930 0.873 1.363
C 2.014 1.507 -1.717
S 2.964 0.126 -1.046
O 2.664 0.220 0.453
C 1.904 -1.253 -1.624
H 1.353 1.804 -0.903
H 1.464 1.284 -2.631
H 2.642 2.382 -1.886
H 2.146 -1.363 -2.681
H 0.844 -0.999 -1.646
H 2.034 -2.109 -0.961
C -0.406 0.670 -2.636
S -1.028 0.008 -1.022
O 0.180 -0.121 -0.102
C -2.129 1.359 -0.407
H -1.116 1.301 -3.171
H -0.152 -0.192 -3.253
H 0.537 1.176 -2.431
H -2.951 1.791 -0.977
H -1.638 2.254 -0.025
H -2.474 0.939 0.538
C -2.082 -1.594 2.034
S -0.312 -1.905 2.262
O 0.426 -1.160 1.144
C -0.059 -0.787 3.623
H -2.478 -0.635 1.700
H -2.564 -1.771 2.996
H -2.526 -2.330 1.364
H -0.587 0.146 3.428
H 0.998 -0.530 3.692
H -0.596 -1.091 4.522
*
```

Energy above the lowest of the compared OMol25 structures with the same formula, charge and spin in eV: 6.618

# 3
C6H18O6Tl | wB97M-V/def2-TZVPD

```
! wB97M-V def2-TZVPD RIJCOSX def2/J DEFGRID3
* xyz 3 1
Tl 1.402 0.538 -0.686
C 0.663 1.711 2.880
C -0.739 1.568 2.219
O -0.759 0.486 1.311
O 1.614 1.985 1.892
H 0.870 0.742 3.378
H 0.716 2.442 3.688
H -0.836 2.515 1.664
H -1.560 1.429 2.919
H -1.461 -0.120 1.614
H 2.273 2.581 2.303
C -0.425 1.379 -3.656
C -1.640 0.886 -2.848
O -1.314 0.970 -1.463
O 0.670 0.527 -3.406
H -0.174 2.395 -3.330
H -0.665 1.409 -4.719
H -1.917 -0.141 -3.097
H -2.518 1.519 -3.052
H -2.131 0.904 -0.946
H 0.839 -0.025 -4.192
C 1.353 -2.674 1.153
C -0.023 -2.832 0.550
O -0.254 -1.919 -0.560
O 1.637 -1.329 1.536
H 2.105 -3.015 0.421
H 1.442 -3.364 2.002
H -0.816 -2.829 1.304
H -0.067 -3.836 0.117
H -0.595 -2.508 -1.243
H 2.309 -1.395 2.246
*
```

Energy above the lowest of the compared OMol25 structures with the same formula, charge and spin in eV: 2.252

Please write out number 2 again, unchanged.
C6H18O3S3Sn | wB97M-V/def2-TZVPD

```
! wB97M-V def2-TZVPD RIJCOSX def2/J DEFGRID3
* xyz 2 1
Sn 0.930 0.873 1.363
C 2.014 1.507 -1.717
S 2.964 0.126 -1.046
O 2.664 0.220 0.453
C 1.904 -1.253 -1.624
H 1.353 1.804 -0.903
H 1.464 1.284 -2.631
H 2.642 2.382 -1.886
H 2.146 -1.363 -2.681
H 0.844 -0.999 -1.646
H 2.034 -2.109 -0.961
C -0.406 0.670 -2.636
S -1.028 0.008 -1.022
O 0.180 -0.121 -0.102
C -2.129 1.359 -0.407
H -1.116 1.301 -3.171
H -0.152 -0.192 -3.253
H 0.537 1.176 -2.431
H -2.951 1.791 -0.977
H -1.638 2.254 -0.025
H -2.474 0.939 0.538
C -2.082 -1.594 2.034
S -0.312 -1.905 2.262
O 0.426 -1.160 1.144
C -0.059 -0.787 3.623
H -2.478 -0.635 1.700
H -2.564 -1.771 2.996
H -2.526 -2.330 1.364
H -0.587 0.146 3.428
H 0.998 -0.530 3.692
H -0.596 -1.091 4.522
*
```

Energy above the lowest of the compared OMol25 structures with the same formula, charge and spin in eV: 6.618